Entry 1:
{
  "formula": "C42H55BN6PtS4Te",
  "method": "ωB97M-V with the def2-TZVPD basis set",
  "total_charge": 2,
  "e_tot_ha": -3966.493673,
  "e_homo_ev": [-12.71, -12.71],
  "multiplicity": 1,
  "max_force_ha_per_bohr": 0.07248,
  "homo_lumo_gap_ev": [5.3, 5.3],
  "mol_weight_g_mol": 1105.70,
  "elements": ["Pt", "C", "C", "C", "C", "N", "N", "B", "N", "N", "C", "C", "C", "C", "C", "S", "C", "C", "C", "C", "N", "N", "C", "C", "C", "C", "C", "S", "C", "C", "C", "C", "C", "S", "C", "C", "C", "C", "H", "H", "H", "H", "H", "H", "H", "H", "H", "H", "H", "H", "H", "H", "H", "H", "H", "H", "H", "H", "H", "H", "H", "H", "H", "H", "H", "H", "H", "H", "H", "H", "H", "H", "H", "H", "H", "H", "H", "C", "C", "C", "C", "C", "C", "Te", "C", "C", "C", "H", "H", "H", "H", "H", "H", "H", "H", "H", "H", "H", "S", "C", "C", "C", "C", "C", "C", "H", "H", "H", "H", "H"],
  "coordinates": [[1.00053, 1.19768, -1.53676], [2.38609, -3.46619, -1.02929], [1.54873, -2.68544, -0.07938], [0.65879, -3.28878, 0.78812], [-0.13015, -2.48385, 1.63451], [-0.04213, -1.17543, 1.61446], [0.79576, -0.55756, 0.78539], [0.86520, 0.94618, 0.66177], [-0.31886, 1.77702, 1.20056], [-0.70717, 1.53753, 2.45041], [-1.70941, 2.19493, 2.98423], [-2.41595, 3.16942, 2.24190], [-2.01818, 3.46113, 0.96073], [-2.69580, 4.47356, 0.10858], [-0.91897, 2.73923, 0.44985], [-0.40699, 3.12990, -1.13971], [-2.16524, 1.90046, 4.39761], [-2.40903, 3.20827, 5.16719], [-1.13160, 1.07358, 5.16486], [-3.50567, 1.15082, 4.28110], [2.20023, 1.51644, 1.18127], [2.70861, 0.81731, 2.18094], [3.75083, 1.23397, 2.85581], [4.29541, 2.51099, 2.60543], [3.86111, 3.21349, 1.50305], [4.49081, 4.48423, 1.05184], [2.81075, 2.64761, 0.73574], [2.43412, 3.35201, -0.77975], [4.32218, 0.26183, 3.86010], [3.24318, -0.01489, 4.91317], [5.57995, 0.79106, 4.54599], [4.68481, -1.01850, 3.09316], [1.60376, -1.28876, -0.06626], [2.64295, -0.46401, -1.17719], [-1.13099, -3.13702, 2.56403], [-0.48587, -4.30437, 3.32403], [-2.30489, -3.64606, 1.71147], [-1.64523, -2.12934, 3.58539], [2.11317, -4.51624, -1.01189], [3.43625, -3.37502, -0.76143], [2.27792, -3.07937, -2.04082], [0.57143, -4.36143, 0.79698], [-3.26395, 3.68066, 2.66256], [-3.60114, 4.83250, 0.58472], [-2.95171, 4.04830, -0.86115], [-2.04180, 5.32625, -0.07557], [-1.52425, 3.83937, 5.15380], [-2.64294, 2.97110, 6.20153], [-3.24519, 3.77733, 4.77243], [-0.30909, 1.70643, 5.49106], [-0.73098, 0.28119, 4.54451], [-1.59303, 0.63636, 6.04649], [-4.26535, 1.77419, 3.81425], [-3.86099, 0.87953, 5.27058], [-3.40085, 0.24144, 3.69776], [5.06811, 2.91771, 3.23517], [5.28810, 4.79468, 1.72123], [3.74857, 5.28006, 0.98661], [4.90693, 4.35769, 0.05089], [3.01998, 0.89408, 5.46685], [3.59965, -0.76300, 5.61283], [2.33063, -0.37003, 4.44502], [5.36608, 1.65630, 5.16772], [6.35290, 1.04164, 3.82380], [5.97760, 0.01293, 5.19064], [3.80819, -1.44985, 2.61815], [5.10613, -1.74820, 3.77663], [5.43219, -0.80203, 2.33207], [-0.26589, -5.15045, 2.68063], [-1.17291, -4.65440, 4.08981], [0.42960, -3.97876, 3.81307], [-1.96533, -4.31992, 0.92976], [-2.83515, -2.81439, 1.25082], [-3.00084, -4.19430, 2.34067], [-0.84974, -1.86808, 4.27523], [-2.46152, -2.56111, 4.15561], [-1.98985, -1.22849, 3.09052], [-1.86704, -5.23952, -7.20189], [-1.58249, -4.09505, -6.29323], [-1.24676, -2.84691, -6.80101], [-0.97074, -1.76076, -5.98350], [-0.69090, -0.45096, -6.64675], [-1.01729, -1.94372, -4.59265], [-0.88272, -0.33015, -3.14614], [-1.33584, -3.19598, -4.04720], [-1.40258, -3.47104, -2.57307], [-1.62513, -4.24458, -4.90903], [-1.95483, -4.90756, -8.23156], [-2.78125, -5.75483, -6.91402], [-1.05630, -5.96671, -7.15236], [-1.21645, -2.70652, -7.87168], [-0.50877, -0.58991, -7.70911], [0.18507, 0.03772, -6.22694], [-1.54965, 0.21418, -6.54116], [-1.04616, -2.62607, -1.97777], [-0.79346, -4.33908, -2.32503], [-2.42639, -3.68871, -2.26940], [-1.89664, -5.19964, -4.48087], [0.23238, 1.50812, -4.21986], [-1.03397, 2.40400, -5.08461], [-2.38250, 2.09748, -4.96411], [-3.30575, 2.74026, -5.76635], [-2.88220, 3.70039, -6.67528], [-1.53494, 4.02097, -6.77573], [-0.60218, 3.37331, -5.98600], [-2.71523, 1.34840, -4.24797], [-4.35280, 2.49091, -5.67909], [-3.60509, 4.20849, -7.29269], [-1.20538, 4.77620, -7.47281], [0.45135, 3.59416, -6.07498]],
  "forces_ev_per_a": [[0.7, 3.1, 1.9], [0.1, -0.1, 0.0], [-0.6, -0.9, 0.7], [0.6, 0.8, -0.6], [0.2, -0.1, 0.0], [-0.4, 0.6, 0.3], [0.7, -2.6, -1.0], [0.3, 0.8, -1.4], [-1.2, 1.0, -0.7], [0.2, -0.3, 1.0], [0.2, 0.2, -0.2], [0.5, 0.0, -1.0], [-0.3, 0.0, 0.9], [-0.1, 0.1, 0.0], [0.6, -0.5, -0.3], [-0.7, -1.4, -0.7], [0.0, -0.2, 0.3], [0.1, -0.1, -0.2], [-0.1, 0.1, -0.2], [0.2, 0.0, 0.0], [1.2, 1.0, 0.4], [-0.1, -0.6, 0.5], [0.0, 0.3, -0.2], [-0.5, 0.1, -0.7], [0.1, -0.3, 0.6], [0.0, 0.1, -0.1], [-0.1, -0.6, 0.0], [-0.8, -2.3, -0.4], [-0.1, -0.3, 0.2], [0.2, 0.0, -0.1], [-0.2, 0.0, -0.1], [0.0, 0.1, 0.1], [-0.3, 1.3, 0.4], [-0.3, 0.2, -0.4], [-0.3, 0.1, 0.3], [0.0, 0.2, -0.2], [0.2, 0.1, 0.1], [0.1, -0.1, -0.2], [0.0, -0.1, 0.0], [0.2, 0.0, 0.0], [0.0, 0.0, -0.1], [-0.1, -0.2, 0.0], [-0.1, 0.1, 0.1], [-0.1, 0.1, 0.1], [0.0, 0.0, 0.0], [0.0, 0.0, 0.0], [0.1, 0.1, 0.1], [0.0, 0.0, 0.1], [-0.1, 0.1, 0.0], [0.1, 0.0, 0.0], [0.1, -0.1, 0.0], [0.0, 0.0, 0.1], [-0.1, 0.0, -0.1], [-0.1, 0.0, 0.1], [0.0, -0.1, -0.1], [0.2, 0.0, 0.0], [0.0, 0.0, 0.0], [0.0, 0.1, 0.0], [0.1, 0.0, 0.0], [-0.1, 0.1, 0.1], [0.0, -0.1, 0.2], [-0.1, -0.1, 0.0], [0.0, 0.2, 0.1], [0.1, 0.1, -0.1], [0.0, -0.1, 0.1], [-0.1, -0.1, -0.1], [0.0, -0.1, 0.1], [0.1, 0.0, -0.1], [0.1, -0.1, -0.1], [-0.1, 0.0, 0.1], [0.1, 0.0, 0.1], [0.0, -0.1, -0.2], [-0.1, 0.1, -0.1], [-0.1, 0.0, 0.1], [0.1, 0.1, 0.1], [-0.1, -0.1, 0.1], [-0.1, 0.1, 0.0], [0.0, -0.2, -0.1], [0.1, 0.2, 0.4], [-0.1, -0.2, 0.3], [0.1, 0.2, 0.1], [0.1, 0.1, -0.1], [0.3, -0.3, 0.0], [-0.2, 0.7, 0.0], [0.1, 0.2, 0.0], [-0.1, 0.1, 0.0], [0.0, 0.2, -0.2], [-0.1, 0.0, -0.1], [-0.1, 0.0, 0.0], [0.0, -0.1, 0.0], [0.0, 0.0, -0.1], [-0.1, -0.1, 0.0], [-0.1, 0.0, -0.1], [0.1, 0.1, 0.0], [0.0, -0.1, 0.2], [0.1, 0.0, 0.1], [0.0, 0.0, 0.1], [0.0, -0.1, 0.0], [0.3, -0.5, 0.1], [-0.4, 0.1, 0.0], [0.1, -0.1, 0.3], [0.0, 0.2, -0.1], [0.0, 0.0, 0.1], [-0.2, 0.0, 0.0], [0.1, -0.3, 0.2], [0.0, 0.2, -0.2], [-0.1, 0.0, 0.0], [-0.1, 0.0, -0.1], [0.0, 0.0, -0.1], [0.1, 0.1, -0.1]],
  "mulliken_charge": [1.845, -2.150, -0.390, -0.014, 0.030, -0.590, 0.650, -1.776, 0.261, -0.420, -0.038, -0.342, 0.200, -2.069, 0.890, -0.317, 2.292, -1.940, -1.349, -1.603, 0.750, -0.277, -0.295, -0.734, 0.617, -2.112, 1.079, -0.182, 2.250, -1.540, -2.291, -1.517, 1.536, -0.662, 1.930, -1.900, -1.742, -1.582, 0.466, 0.413, 0.462, 0.457, 0.436, 0.410, 0.408, 0.408, 0.421, 0.470, 0.371, 0.438, -0.187, 0.477, 0.370, 0.501, 0.288, 0.631, 0.390, 0.421, 0.471, 0.391, 0.450, 0.198, 0.445, 0.512, 0.410, 0.141, 0.473, 0.404, 0.436, 0.457, 0.379, 0.371, 0.345, 0.497, 0.363, 0.571, -0.147, -1.509, 0.595, -1.017, 1.173, -1.368, -0.127, 0.437, 1.263, -0.967, -1.108, 0.363, 0.373, 0.337, 0.330, 0.413, 0.319, 0.241, -0.605, 0.452, 0.420, 0.493, -0.474, 1.143, -0.400, -0.740, -0.550, -0.597, -0.678, 0.324, 0.446, 0.418, 0.421, 0.461]
}

***

Entry 2:
{
  "formula": "C42H55BrN4OPPd",
  "method": "ωB97M-V with the def2-TZVPD basis set",
  "total_charge": 3,
  "e_above_lowest_kcal_mol": 0.00,
  "e_tot_ha": -4969.992760,
  "e_homo_ev": [-16.68, -16.67],
  "multiplicity": 5,
  "max_force_ha_per_bohr": 0.01296,
  "homo_lumo_gap_ev": [8.7, 5.0],
  "mol_weight_g_mol": 849.23,
  "elements": ["Pd", "C", "N", "C", "C", "C", "C", "C", "C", "N", "C", "C", "C", "C", "C", "C", "N", "C", "C", "C", "C", "C", "N", "H", "H", "H", "H", "H", "H", "H", "H", "H", "H", "H", "H", "H", "H", "H", "H", "H", "H", "O", "P", "C", "C", "C", "C", "C", "C", "C", "C", "C", "C", "C", "C", "C", "C", "C", "C", "C", "C", "H", "H", "H", "H", "H", "H", "H", "H", "H", "H", "H", "H", "H", "H", "H", "H", "H", "H", "H", "H", "H", "H", "H", "H", "H", "H", "H", "H", "H", "H", "H", "H", "H", "Br", "C", "C", "C", "C", "C", "C", "H", "H", "H", "H"],
  "coordinates": [[0.24636, 1.01581, 0.89018], [2.54240, -0.64884, 1.51596], [1.53146, -0.00852, 2.40589], [0.76368, -1.05066, 3.13059], [-0.73346, -0.86144, 3.10518], [-1.52928, -1.54297, 4.01850], [-2.90586, -1.46180, 3.90816], [-3.45537, -0.70655, 2.87914], [-2.60049, -0.03884, 2.02727], [-1.26915, -0.10755, 2.14492], [2.15514, 0.95780, 3.33984], [2.26781, 2.36990, 2.81736], [3.20159, 3.24634, 3.35594], [3.24956, 4.54938, 2.89054], [2.36803, 4.94262, 1.89099], [1.46837, 4.01528, 1.40762], [1.41828, 2.76151, 1.86930], [3.13106, 0.31714, 0.52448], [4.48027, 0.33416, 0.21730], [4.93669, 1.19995, -0.76808], [4.03064, 2.03408, -1.40368], [2.69945, 1.96858, -1.03084], [2.25926, 1.11945, -0.10313], [2.01587, -1.42190, 0.95435], [3.32551, -1.11348, 2.12176], [1.10179, -1.10732, 4.16729], [0.98241, -2.02156, 2.68178], [-1.06978, -2.14019, 4.79514], [-3.54247, -1.98670, 4.60788], [-4.52498, -0.63091, 2.74408], [-2.98047, 0.57779, 1.22123], [3.14897, 0.59792, 3.62308], [1.56280, 0.98342, 4.25760], [3.88351, 2.90621, 4.12418], [3.96961, 5.24801, 3.29531], [2.38091, 5.94648, 1.49147], [0.76487, 4.26982, 0.62391], [5.16265, -0.32660, 0.73478], [5.98610, 1.22550, -1.02961], [4.34429, 2.72663, -2.17170], [1.95833, 2.60736, -1.49653], [0.08639, -0.94504, -0.21518], [-0.61877, -1.38661, -1.51057], [-1.70597, -2.82508, -1.26493], [-1.03112, -3.88810, -0.35733], [-1.64423, -3.88436, 1.03648], [-3.12778, -4.27156, 0.99514], [-3.80436, -3.76436, -0.28638], [-3.12697, -2.48785, -0.77744], [-1.64641, 0.01347, -2.06793], [-0.87265, 1.33261, -1.90182], [-1.59079, 2.46642, -2.61549], [-1.56088, 2.22487, -4.13909], [-1.49483, 0.73324, -4.49526], [-2.25543, -0.11782, -3.48482], [0.53772, -1.85565, -2.84871], [1.07339, -3.29863, -2.72932], [2.33584, -3.34560, -1.87724], [3.48499, -2.58503, -2.56622], [2.95670, -1.53657, -3.54938], [1.71015, -0.85858, -2.98764], [-1.80389, -3.24721, -2.27149], [0.04801, -3.72946, -0.29439], [-1.17121, -4.87271, -0.80806], [-1.52606, -2.88379, 1.46039], [-1.09143, -4.56863, 1.68323], [-3.63680, -3.85908, 1.86990], [-3.23349, -5.35458, 1.06460], [-4.86681, -3.59267, -0.11682], [-3.74114, -4.51766, -1.07566], [-3.09622, -1.76312, 0.04417], [-3.69985, -2.03148, -1.58671], [-2.47171, 0.02962, -1.34682], [0.15236, 1.23868, -2.26640], [-0.80073, 1.50122, -0.79598], [-1.14006, 3.43471, -2.38523], [-2.62885, 2.50194, -2.26811], [-0.70443, 2.73955, -4.57622], [-2.44886, 2.67458, -4.58330], [-0.45324, 0.40369, -4.54131], [-1.90190, 0.57482, -5.49332], [-2.28843, -1.16205, -3.80405], [-3.29612, 0.21208, -3.44872], [-0.09314, -1.80658, -3.74449], [1.30970, -3.64987, -3.73540], [0.31479, -3.98469, -2.35435], [2.62158, -4.38088, -1.69181], [2.11978, -2.90516, -0.89609], [4.13740, -3.28340, -3.09052], [4.10600, -2.09529, -1.81106], [2.72187, -1.99388, -4.51254], [3.72474, -0.78844, -3.75263], [1.42044, -0.01559, -3.61862], [1.95553, -0.45928, -2.00206], [-4.05927, 5.75028, 3.53592], [-2.94030, 4.49631, 2.84234], [-2.16680, 3.67870, 3.70907], [-1.33155, 2.74178, 3.17131], [-1.23284, 2.58855, 1.77134], [-2.00353, 3.39319, 0.91192], [-2.84845, 4.33930, 1.43244], [-2.25642, 3.81527, 4.77877], [-0.74379, 2.11351, 3.82886], [-1.93572, 3.27945, -0.16258], [-3.45048, 4.97316, 0.79422]],
  "forces_ev_per_a": [[0.4, -0.5, 0.2], [0.0, 0.0, 0.0], [0.1, 0.0, -0.2], [0.0, 0.0, 0.1], [0.0, 0.0, 0.1], [0.0, 0.0, 0.0], [0.0, 0.0, 0.0], [0.0, 0.0, 0.0], [0.0, 0.0, 0.0], [0.0, 0.1, 0.1], [0.0, 0.1, 0.0], [0.1, 0.0, 0.0], [0.0, 0.0, 0.0], [0.0, 0.0, 0.0], [0.0, 0.0, 0.0], [0.0, 0.0, 0.0], [-0.1, 0.0, 0.1], [0.0, 0.0, 0.0], [0.0, 0.0, 0.0], [0.0, 0.0, 0.0], [0.0, 0.0, 0.0], [0.0, 0.0, -0.1], [-0.1, 0.1, 0.0], [0.0, 0.0, 0.0], [0.0, 0.0, 0.0], [0.0, 0.0, 0.0], [-0.1, 0.0, -0.1], [0.0, 0.0, 0.0], [0.0, 0.0, 0.0], [0.0, 0.0, 0.0], [0.0, 0.0, 0.0], [0.0, 0.0, 0.0], [-0.1, 0.0, 0.0], [0.0, 0.0, 0.0], [0.0, 0.0, 0.0], [0.0, 0.0, 0.0], [0.0, 0.0, 0.0], [0.0, 0.0, 0.0], [0.0, 0.0, 0.0], [0.0, 0.0, 0.0], [0.0, 0.0, 0.0], [0.0, 0.1, 0.1], [-0.1, -0.1, -0.1], [0.0, 0.1, -0.1], [0.1, 0.0, 0.1], [0.0, -0.1, 0.0], [0.0, 0.0, 0.0], [0.0, 0.0, 0.0], [0.0, 0.1, 0.0], [0.0, -0.1, 0.0], [0.0, -0.2, 0.1], [0.0, 0.0, 0.0], [0.0, 0.0, 0.0], [0.0, 0.0, -0.1], [0.0, 0.0, 0.0], [-0.1, 0.0, 0.0], [-0.1, -0.1, 0.0], [0.0, 0.0, 0.0], [0.0, 0.0, 0.0], [0.0, 0.0, 0.0], [0.0, 0.1, 0.0], [0.0, 0.0, 0.0], [-0.1, 0.0, 0.1], [0.0, 0.0, 0.0], [0.0, 0.1, 0.0], [0.0, 0.0, 0.0], [0.0, 0.0, 0.0], [0.0, 0.0, 0.0], [0.0, 0.0, 0.0], [0.0, 0.0, 0.0], [0.0, 0.0, 0.0], [0.0, 0.0, 0.0], [0.0, 0.0, 0.0], [0.0, 0.0, 0.0], [-0.1, 0.4, -0.3], [0.0, 0.0, 0.0], [0.0, 0.0, 0.0], [0.0, 0.0, 0.0], [0.0, 0.0, 0.0], [0.0, 0.0, 0.0], [0.0, 0.0, 0.0], [0.0, 0.0, 0.0], [0.0, 0.0, 0.0], [0.0, 0.0, 0.0], [0.0, 0.0, 0.0], [0.1, 0.1, -0.1], [0.0, 0.0, 0.0], [0.0, 0.0, 0.0], [0.0, 0.0, 0.0], [0.0, 0.0, 0.0], [0.0, 0.0, 0.0], [0.0, 0.0, 0.0], [0.0, 0.0, 0.0], [0.0, 0.0, 0.1], [0.0, 0.0, 0.0], [0.0, 0.0, 0.0], [0.1, -0.1, 0.1], [0.0, 0.0, 0.2], [-0.1, 0.1, -0.2], [-0.1, 0.1, -0.1], [0.0, 0.0, -0.1], [0.0, 0.0, 0.0], [0.0, 0.0, 0.0], [0.0, 0.0, 0.0], [0.0, 0.0, 0.0]],
  "mulliken_charge": [1.153, -1.431, 0.680, -1.866, 0.209, -0.807, -0.989, -0.757, -0.958, 1.935, -1.269, 0.493, -1.200, -0.588, -1.122, -0.510, 0.644, 1.119, -0.897, -0.840, -1.202, -0.672, 1.208, -0.154, 0.749, 0.727, 0.354, 0.600, 0.490, 0.585, 0.485, 0.443, 0.766, 0.578, 0.468, 0.535, 0.620, 0.611, 0.502, 0.577, 0.459, 0.555, -0.516, -0.121, -0.945, -0.069, -0.926, -1.237, -0.600, 0.133, 1.360, -1.619, -1.137, -0.591, -1.246, 0.388, -1.625, 0.305, -0.880, -1.418, -0.383, 0.949, 0.091, 0.683, -0.526, 0.781, 0.318, 0.414, 0.473, 0.376, -0.013, 0.565, 0.371, -0.401, -0.359, 0.499, 0.577, 0.413, 0.422, -0.007, 0.609, 0.540, 0.627, 0.961, 0.560, 0.668, 0.680, -0.499, 0.363, 0.260, 0.405, 0.492, 0.544, -0.593, 0.123, -0.155, -0.572, -0.269, 0.531, -0.457, -0.455, 0.549, 0.409, 0.349, 0.550]
}